The following is a DFT calculation (wB97M-V/def2-TZVPD) of a structure of composition C35H46CdNO5S3SiTe.

Geometry as XYZ:
```
93
Properties=species:S:1:pos:R:3:forces:R:3:mulliken_charge:R:1
Te 0.895264 -0.131625 -0.673005 -0.07 0.01 0.08 0.333
Cd 1.246850 -0.989018 3.520649 0.07 0.02 0.12 0.693
S -1.647350 0.990071 5.484517 0.01 -0.01 -0.01 0.077
S -1.372996 1.641969 2.128213 0.05 0.04 -0.03 0.179
S -2.375117 -1.438690 3.091753 0.04 -0.01 -0.02 -0.045
Si -2.350231 -2.952934 -1.125870 -0.01 0.04 0.01 0.205
O 1.659802 -0.038561 5.450322 -0.01 0.00 -0.02 -0.739
O 3.513023 -1.713325 2.671969 -0.08 0.01 -0.01 -0.800
O -0.856738 -1.974553 6.931426 -0.01 0.00 0.01 -0.674
O 1.340623 -0.392303 7.633809 0.01 0.00 0.01 -0.699
O 0.033062 -2.169567 4.903338 0.00 0.00 0.00 -0.827
N 1.830817 -0.710125 1.481143 -0.07 0.11 -0.09 -0.112
C 1.102172 -0.613857 6.454160 -0.04 -0.01 0.00 0.589
C 2.052383 1.637691 -0.495269 0.14 0.04 0.05 0.652
C -3.679008 -3.851794 -0.138758 -0.04 -0.02 -0.04 -0.962
C -1.151148 2.243055 -3.977350 -0.03 -0.02 -0.01 -0.915
C 4.889582 -2.252709 -1.537471 0.02 0.01 -0.01 -0.669
C 2.002627 2.309717 0.724484 -0.02 0.01 0.00 -0.782
C 3.111407 1.382079 -2.801828 0.03 0.01 0.01 -1.201
C -0.604196 1.865886 -2.751272 0.05 -0.06 -0.03 1.689
C -3.238969 0.140951 5.309139 0.00 0.01 0.03 -0.995
C 3.555251 3.957487 -0.063219 0.00 -0.01 0.00 -0.753
C 3.973732 -1.183799 0.428369 -0.04 -0.05 -0.03 -0.054
C -1.971637 2.580599 4.690846 -0.01 0.02 0.00 -0.847
C 5.717509 -0.109205 -0.851142 -0.01 0.01 0.01 -0.610
C -0.004171 -1.682232 6.094539 0.01 0.00 -0.03 0.575
C 2.902769 2.110569 -1.502949 -0.02 -0.02 -0.01 0.922
C -3.077096 -1.344009 -1.764800 0.00 0.05 0.00 -0.422
C 4.009976 -2.252066 -0.465256 0.00 0.01 0.01 -0.041
C -0.433476 0.205493 -4.963443 -0.01 -0.02 0.01 -0.994
C -1.927326 -4.050289 -2.591359 0.02 -0.04 -0.01 -1.030
C 2.741989 3.460540 0.946137 0.00 0.00 0.00 -0.848
C 5.751480 -1.179603 -1.734683 -0.01 -0.01 0.00 -0.356
C -0.743909 2.826866 -1.599549 0.03 0.00 0.07 -1.450
C -0.885039 -2.685813 -0.050684 -0.04 -0.34 0.18 -1.088
C 3.632675 3.277448 -1.267559 -0.01 0.02 0.00 -0.575
C -2.456701 2.568866 3.243358 -0.04 -0.04 0.03 -1.010
C 0.130721 -0.192572 -3.752406 0.00 -0.04 0.03 1.752
C -3.123516 -1.265587 4.726711 0.01 0.00 0.01 -0.795
C 3.029764 -1.202199 1.609201 0.14 -0.07 0.00 0.459
C -2.576515 0.637290 1.235571 -0.01 0.01 0.00 0.037
C -3.396727 -0.349567 2.066865 -0.03 0.02 -0.01 -1.071
C -1.704680 1.841600 -6.402449 0.00 0.00 0.01 -1.669
C 4.835061 -0.111253 0.221049 0.00 0.01 -0.01 0.061
C 0.064247 0.634930 -2.619178 -0.05 0.09 -0.06 -0.480
C 0.836901 -1.527103 -3.705960 0.01 0.01 0.00 -1.659
C -1.077534 1.426199 -5.096502 -0.01 0.03 -0.01 0.819
H -2.470751 -1.867167 5.365582 0.00 -0.01 0.00 0.324
H -3.986173 -3.275780 0.736749 0.02 0.02 0.01 0.209
H 6.371728 0.742178 -1.003154 0.00 0.00 0.00 0.347
H -3.456200 2.136929 3.181629 0.01 0.01 0.01 0.334
H -1.004177 3.084739 4.751366 0.00 0.00 0.00 0.373
H 4.900072 -3.089507 -2.227312 0.00 0.00 0.00 0.363
H -1.388939 1.184899 -7.214672 0.00 0.00 0.00 0.374
H 0.050593 -3.225553 -0.155122 0.03 0.08 -0.14 0.633
H -4.101101 0.178679 2.711249 0.01 0.00 0.00 0.619
H -3.904691 0.769922 4.715815 -0.02 -0.02 0.00 0.398
H -3.999983 -0.948752 1.377988 -0.01 0.01 0.00 0.396
H 4.142800 4.855070 0.093490 0.00 0.00 0.00 0.315
H -1.429096 2.864604 -6.668183 0.00 0.00 0.00 0.357
H -2.819307 -4.201355 -3.205927 0.01 -0.02 -0.01 0.270
H -3.250794 1.289310 0.671521 0.01 -0.01 -0.02 0.556
H -3.689146 0.044935 6.299895 0.00 0.00 0.00 0.551
H 3.330381 -3.082532 -0.314149 0.00 -0.01 0.00 0.415
H -4.115616 -1.726798 4.723176 0.00 0.00 -0.01 0.502
H -3.707726 -0.868547 -1.009190 0.02 0.01 -0.01 0.292
H 3.191732 0.308545 -2.617158 -0.01 -0.01 -0.01 -0.256
H -3.693396 -1.522560 -2.650441 -0.02 -0.01 0.01 0.441
H -0.791571 2.306638 -0.642586 -0.04 0.00 -0.02 -0.233
H -4.559503 -4.037550 -0.762146 -0.02 0.00 0.03 0.279
H -2.673690 3.168276 5.290755 0.00 0.00 0.00 0.417
H -1.642673 3.437658 -1.715146 0.01 0.01 0.00 0.499
H 0.670465 -2.084515 -4.630951 0.01 0.00 0.00 0.410
H 2.282812 1.536915 -3.495393 0.01 0.00 0.01 0.169
H -1.957152 0.109356 0.506621 0.00 -0.02 0.01 -0.573
H -2.289240 -0.637205 -2.038266 -0.02 0.00 -0.03 -0.210
H 4.296711 3.639342 -2.046621 0.00 0.00 0.00 0.356
H -1.585538 -5.029561 -2.246520 0.01 0.00 -0.02 0.282
H 1.389064 1.905374 1.517389 -0.01 0.00 0.00 0.413
H -1.149210 -3.623799 -3.225883 -0.01 0.02 0.01 0.235
H -2.537993 3.601411 2.893386 0.00 0.00 0.01 0.488
H -2.796114 1.802082 -6.349079 0.00 0.00 0.00 0.293
H -1.659150 3.202184 -4.054365 0.00 0.00 0.00 0.330
H -0.986977 -2.256729 0.940116 0.05 0.12 -0.03 0.592
H 6.435120 -1.174137 -2.576010 0.00 0.00 0.00 0.359
H 4.034341 1.718676 -3.278463 0.01 0.00 0.00 0.537
H -3.304761 -4.812379 0.221814 -0.01 -0.01 -0.01 0.283
H 0.116534 3.499314 -1.536732 0.02 -0.02 -0.02 0.238
H 4.799237 0.734518 0.897855 -0.01 0.00 0.01 0.371
H -0.367863 -0.456087 -5.824143 0.01 0.00 0.01 0.205
H 0.499676 -2.136829 -2.867244 -0.01 0.00 -0.01 0.019
H 1.913034 -1.396486 -3.564810 0.00 0.00 0.00 0.138
H 2.688664 3.957301 1.907662 0.00 0.00 0.00 0.425
```
Positions in Å, forces in eV/Å.

Output
M   925.1 g/mol
Expectation value of S²   0.76
HOMO level (alpha / beta)   -2.19 / -2.28 eV
2S+1   2
Gap between HOMO and LUMO (alpha / beta)   6.01 / 6.10 eV
LUMO level (alpha / beta)   3.818 / 3.817 eV
Net charge   -2